Here is a cluster of 9 separate species, C25H68N2O9 in total from OMol25. Energies are from ωB97M-V/def2-TZVPD.

Structure (XYZ):
```
104
Properties=species:S:1:pos:R:3:lowdin_charge:R:1
C -1.27159 -3.25211 -3.75624 -0.1364
C -2.04074 -2.73031 -2.53184 -0.4816
C -3.35690 -3.50908 -2.45815 -0.0837
O -1.19834 -2.94167 -1.41454 -0.0732
H -1.06661 -4.32088 -3.69461 0.0776
H -0.48462 -2.55532 -4.04481 0.0460
H -1.89085 -3.26078 -4.65321 0.0541
H -2.19114 -1.65689 -2.64695 0.1296
H -3.28056 -4.59066 -2.56981 0.0720
H -3.90326 -3.27395 -3.37156 0.0707
H -3.90783 -3.24292 -1.55609 0.0699
H -0.97051 -3.87261 -1.35944 0.0869
C 2.39705 5.60803 -1.28077 -0.0776
C 1.23901 4.70304 -0.78656 -0.3715
C 0.28340 4.21008 -1.95123 -0.0455
O 1.81528 3.39183 -0.38238 -0.1102
H 2.00438 6.51841 -1.73367 0.0706
H 3.12823 5.23633 -1.99863 0.0734
H 3.00092 5.86222 -0.40966 0.0645
H 0.73490 5.28262 -0.01321 0.1293
H 0.60310 4.70093 -2.87043 0.0685
H -0.72370 4.59287 -1.78598 0.0658
H 0.20665 3.12346 -1.98953 0.0429
H 1.92630 3.54767 0.55837 0.0239
C 2.32748 -3.42444 -3.72958 -0.0940
C 3.38913 -2.57294 -4.31012 -0.5856
C 4.53591 -2.11340 -3.40599 -0.0788
O 4.01394 -3.38878 -5.25787 -0.0944
H 2.85038 -4.31503 -3.38101 0.0838
H 1.63818 -3.67641 -4.53548 0.0650
H 1.79621 -2.95204 -2.90332 0.0672
H 2.95666 -1.65377 -4.70535 0.0950
H 5.29360 -1.55253 -3.95321 0.0706
H 4.95000 -2.94672 -2.83836 0.0756
H 4.18534 -1.33439 -2.72898 0.0622
H 3.45388 -3.60372 -6.00736 0.0785
C 3.98240 -1.61525 3.10184 -0.0446
C 2.45656 -1.86662 3.33340 -0.5071
C 1.77706 -2.73798 2.31061 -0.0731
O 2.34701 -2.38401 4.63709 -0.0387
H 4.54644 -2.50291 3.38823 0.0745
H 4.33752 -0.68348 3.54204 0.0605
H 4.19042 -1.41063 2.05163 0.0709
H 1.91807 -0.94587 3.10901 0.1009
H 1.91147 -2.39468 1.28486 0.0816
H 0.72067 -2.84729 2.55594 0.0716
H 2.20770 -3.73346 2.41868 0.0768
H 3.03244 -3.05522 4.67251 0.0769
C -3.34767 2.16943 1.07507 -0.0440
C -2.90689 3.19734 2.13759 -0.5472
C -3.45586 2.67573 3.48448 -0.0577
O -1.58647 3.38481 2.07370 -0.0165
H -2.90788 2.48628 0.12939 0.0830
H -4.41520 1.97701 0.96791 0.0819
H -2.94089 1.18164 1.29163 0.0538
H -3.41457 4.15866 2.05861 0.1264
H -2.98597 1.69429 3.54846 0.0701
H -4.54574 2.65942 3.48700 0.0762
H -3.13377 3.28808 4.32673 0.0680
H -1.25621 2.87467 1.33054 0.0510
C -4.36444 -4.42250 2.74192 -0.0784
C -4.15213 -3.43128 3.84659 -0.4910
C -3.07693 -2.33303 3.47915 -0.0255
O -5.37751 -2.74224 3.97990 -0.0755
H -5.29625 -4.92320 3.00483 0.0733
H -3.50588 -5.08421 2.62743 0.0799
H -4.55873 -3.94619 1.78094 0.0815
H -4.03498 -3.98338 4.77909 0.1294
H -2.90098 -1.76830 4.39468 0.0732
H -3.45954 -1.71391 2.66772 0.0756
H -2.16128 -2.86132 3.21340 0.0672
H -6.12384 -3.30644 4.19502 0.0806
C 2.06930 1.73908 4.09348 -0.0344
C 2.77233 2.82288 3.28632 -0.4835
C 3.79515 2.27473 2.28740 -0.0442
O 1.96763 3.72229 2.59131 -0.0509
H 2.64774 0.93604 4.55025 0.0768
H 1.23168 1.30468 3.54779 0.0777
H 1.58396 2.16742 4.97045 0.0789
H 3.24180 3.57523 3.92009 0.1310
H 3.46930 1.33352 1.84466 0.0692
H 4.74883 2.18152 2.80692 0.0767
H 3.99749 2.87318 1.39913 0.0729
H 1.06057 3.42617 2.69693 0.0807
C 0.70823 0.10836 -1.17363 -0.0424
C -0.52742 0.15043 -0.36858 -0.4661
C -0.71804 -0.73268 0.85085 -0.0397
O -0.47169 1.45959 0.15865 -0.1023
H 0.71681 0.86723 -1.95602 0.0645
H 0.68985 -0.84749 -1.69718 0.0651
H 1.64515 0.10855 -0.61661 0.0907
H -1.50896 0.14974 -0.84259 0.1385
H -0.87318 -1.77765 0.58243 0.0607
H -1.67598 -0.51741 1.32425 0.0541
H 0.13523 -0.57128 1.50962 0.0673
H 0.40737 1.83078 0.05337 0.0447
C -1.60776 3.02660 -4.83408 -0.8751
O -2.19037 3.54093 -3.87323 -0.0060
N -0.54995 2.27154 -4.83919 0.1368
N -2.03033 3.05705 -6.03830 0.1075
H -0.09243 1.87614 -4.03023 0.0740
H -0.32064 1.97458 -5.77693 -0.0001
H -2.80742 3.69521 -6.13313 0.1091
H -1.47573 2.88300 -6.86428 0.0713
```

Results
frontier orbital gap (spin up / spin down) = 1.699 / 9.168 eV
LUMO (spin up / spin down) = 2.23 / 2.18 eV
2S+1 = 2
total energy = -48432.0117 eV
charge = -1
HOMO level (spin up / spin down) = 0.53 / -6.99 eV
strongest force on any atom = 7.28 eV/A



Here is a cluster of 9 separate species, C25H68O25S8 in total from OMol25. Energies are from ωB97M-V/def2-TZVPD.

Structure (XYZ):
```
126
Properties=species:S:1:pos:R:3:lowdin_charge:R:1
C 19.44769 -0.95321 -20.87308 -0.0637
C 19.71009 0.47054 -21.31479 -0.2753
O 18.82627 1.39486 -20.67997 -0.2421
S 19.44236 2.87137 -20.45265 0.6249
C 19.35874 3.50836 -22.13748 -0.1065
O 18.50455 3.64748 -19.66478 -0.2902
O 20.82680 2.78842 -20.06347 -0.2874
H 18.56754 -1.36142 -21.36816 0.0817
H 19.37716 -1.03710 -19.78863 0.0715
H 20.26697 -1.60023 -21.18843 0.0790
H 20.77153 0.68648 -21.18414 0.1032
H 19.62444 0.40268 -22.40394 0.1045
H 18.32562 3.30048 -22.43025 0.0659
H 20.04391 2.90404 -22.72221 0.0505
H 19.39654 4.59249 -22.09624 0.0741
C 13.62049 -0.61725 -17.28817 -0.0785
C 13.99723 -1.80355 -16.37142 -0.2680
O 15.37278 -1.90536 -16.02217 -0.2598
S 16.47805 -2.23143 -17.19774 0.6491
C 17.19560 -0.55874 -17.42649 -0.0712
O 17.38510 -3.21984 -16.68265 -0.2721
O 15.71435 -2.59583 -18.37991 -0.2981
H 12.57504 -0.33725 -17.20167 0.0856
H 13.95560 -0.78688 -18.30761 0.0595
H 14.19828 0.20767 -16.84950 0.0740
H 13.45710 -1.58752 -15.45188 0.1204
H 13.63664 -2.72207 -16.83046 0.1154
H 17.87799 -0.22081 -16.65446 0.0795
H 16.36724 0.13456 -17.54699 0.0462
H 17.67599 -0.67074 -18.39762 0.0427
C 19.29496 5.41407 -25.16487 -0.0510
C 18.75732 4.69700 -26.38321 -0.2617
O 18.00914 5.59891 -27.21842 -0.2686
S 17.47276 5.01094 -28.62414 0.6118
C 18.87017 5.43647 -29.63917 -0.1124
O 17.44516 3.57661 -28.44508 -0.2970
O 16.32434 5.77187 -29.00937 -0.2619
H 18.46905 5.61646 -24.47286 0.0675
H 19.66342 6.41860 -25.37356 0.0855
H 19.99458 4.78470 -24.62020 0.0690
H 19.57459 4.24079 -26.94668 0.1258
H 18.06049 3.91473 -26.08252 0.1020
H 19.40863 4.52256 -29.87462 0.0719
H 19.45416 6.29686 -29.33765 0.0767
H 18.39732 5.72630 -30.58473 0.0686
C 15.58318 -6.52059 -19.56490 -0.0611
C 16.69502 -5.55794 -20.00013 -0.2746
O 17.95882 -6.22368 -20.06753 -0.2560
S 19.14286 -5.45920 -20.86284 0.6160
C 20.55426 -5.92861 -19.83982 -0.0878
O 19.20953 -6.03311 -22.17576 -0.2842
O 18.96038 -4.02901 -20.73782 -0.3003
H 14.69681 -5.93391 -19.32768 0.0796
H 15.82290 -7.02852 -18.62863 0.0770
H 15.41969 -7.24975 -20.35577 0.0777
H 16.29872 -5.15492 -20.93337 0.1263
H 16.75304 -4.75960 -19.26396 0.0884
H 21.17265 -6.65641 -20.35015 0.0687
H 20.11383 -6.30595 -18.92130 0.0683
H 20.99661 -4.94737 -19.68962 0.0629
C 22.54390 -1.58560 -24.84175 -0.0598
C 21.14136 -2.20582 -24.81913 -0.2515
O 20.19911 -1.18310 -24.50422 -0.2980
S 19.40660 -0.35010 -25.63121 0.6121
C 17.90919 -1.40104 -25.55469 -0.0982
O 19.17396 0.98299 -25.13910 -0.2827
O 20.04902 -0.53206 -26.90928 -0.2853
H 22.88645 -1.30883 -23.84264 0.0699
H 22.64906 -0.69941 -25.46266 0.0785
H 23.24744 -2.32834 -25.23022 0.0803
H 20.97107 -2.55324 -25.84744 0.1110
H 20.94039 -3.09140 -24.21902 0.1247
H 18.08938 -2.46466 -25.39866 0.0748
H 17.32234 -1.24866 -26.45433 0.0683
H 17.43307 -1.11299 -24.62106 0.0418
C 26.07442 5.28550 -21.59454 -0.0746
C 24.96082 5.04852 -22.58418 -0.2642
O 24.95350 3.69536 -23.04374 -0.2455
S 23.68382 2.75594 -22.92720 0.5981
C 23.77951 2.15009 -21.22820 -0.0944
O 22.45822 3.52344 -22.96975 -0.2998
O 23.92342 1.62257 -23.77618 -0.2744
H 27.07630 4.98031 -21.91506 0.0826
H 26.05337 4.63757 -20.71090 0.0755
H 25.99905 6.33444 -21.31263 0.0861
H 24.04332 5.27011 -22.02964 0.1158
H 24.99486 5.74612 -23.41860 0.1264
H 24.62312 1.46531 -21.23227 0.0718
H 22.80138 1.76516 -20.96358 0.0334
H 23.99301 2.99840 -20.57830 0.0668
C 16.71137 6.64510 -20.01728 -0.0788
C 17.85959 6.70744 -19.06638 -0.2612
O 18.22606 8.11796 -18.98654 -0.2684
S 18.26974 8.83696 -17.52474 0.6115
C 16.55202 9.37720 -17.37642 -0.1161
O 18.53489 7.80333 -16.56884 -0.2908
O 19.06957 10.03610 -17.58614 -0.2827
H 15.83630 7.12651 -19.56924 0.0764
H 16.35768 5.60994 -20.09165 0.0767
H 16.88891 7.03768 -21.01488 0.0820
H 17.62065 6.27237 -18.09817 0.1168
H 18.73524 6.18771 -19.45148 0.1060
H 16.34964 10.02595 -18.22075 0.0704
H 16.41575 9.90222 -16.43112 0.0693
H 15.94807 8.47942 -17.25171 0.0636
C 15.26273 4.89914 -23.43920 -0.0542
C 14.45692 3.73374 -23.98352 -0.2688
O 15.36469 2.60953 -24.06565 -0.2860
S 14.92836 1.40472 -25.07652 0.6168
C 15.63176 2.03203 -26.59358 -0.1124
O 15.60294 0.21255 -24.65316 -0.2850
O 13.50018 1.44912 -25.26509 -0.2778
H 14.65438 5.61540 -22.88672 0.0816
H 15.56139 5.42891 -24.35010 0.0779
H 16.10174 4.61328 -22.81314 0.0625
H 13.69045 3.41022 -23.26977 0.1202
H 13.90587 3.94922 -24.89853 0.1173
H 15.31721 3.06920 -26.59448 0.0647
H 15.24306 1.37149 -27.36801 0.0833
H 16.70864 1.89680 -26.66975 0.0526
C 15.36521 1.25123 -20.73812 -0.1230
O 14.30231 1.37166 -19.81027 -0.1245
H 15.34970 2.05185 -21.48356 0.0627
H 16.29422 1.29300 -20.17043 0.0638
H 15.20796 0.34722 -21.33324 0.0875
H 14.52632 1.33749 -18.88475 0.0349
```

Results
frontier orbital gap = 10.464 eV
LUMO = 0.33 eV
2S+1 = 1
structure (SMILES) = CCOS(C)(=O)=O.CCOS(C)(=O)=O.CCOS(C)(=O)=O.CCOS(C)(=O)=O.CCOS(C)(=O)=O.CCOS(C)(=O)=O.CCOS(C)(=O)=O.CCOS(C)(=O)=O.CO
ΔE to the lowest compared entry with this formula, charge and spin = 40.6 kcal per mole
total energy = -164891.3110 eV
HOMO level = -10.13 eV
strongest force on any atom = 2.40 eV/A